Entry 1:
Computed, not measured: the molecule C10H17N3O4 at a distorted geometry, with ωB97M-V/def2-TZVPD.

The HOMO energy is -9.19 eV. As for the molecular weight: 243.26 g/mol. The spin multiplicity is 1. The calculation puts the orbital gap at 9.85 eV. The energy above the lowest of the compared OMol25 structures with the same formula, charge and spin is 3.5478 eV. Its energy is -856.421191 Ha. The SMILES is NC(=O)CC[C@H](N)C(=O)N1CCC[C@H]1C(=O)O.

Last column: Mulliken charge in e.
CARTESIAN COORDINATES (ANGSTROEM)
C -0.72 0.11 1.28  0.43
C 0.18 0.54 0.00  0.39
C -0.30 -1.37 1.62  -0.62
C 0.17 -1.75 3.02  -0.72
C 0.76 -0.64 3.87  0.47
C 0.72 0.48 -2.35  0.23
C -0.32 1.53 -2.49  0.08
C 0.72 -0.47 -3.51  -0.69
C 0.17 -1.85 -2.91  -0.99
C 0.22 -1.62 -1.43  -0.33
H -2.58 0.30 0.07  0.25
H -2.72 0.47 1.66  0.22
H -0.43 0.86 2.01  0.45
H -1.19 -1.89 1.27  0.50
H 0.48 -1.69 0.86  -0.10
H 1.02 -2.53 3.01  0.30
H -0.74 -2.26 3.50  0.27
H 0.19 1.32 4.44  0.24
H -1.19 0.19 4.14  0.28
H 1.59 0.99 -2.21  0.47
H 1.73 -0.75 -4.01  0.32
H 0.01 -0.29 -4.30  0.33
H 0.60 -2.78 -3.16  0.41
H -0.83 -1.91 -3.13  0.40
H 1.06 -2.11 -0.99  0.36
H -0.65 -1.84 -0.69  0.14
H -0.80 2.94 -3.31  0.37
N -2.15 -0.04 0.96  -0.62
N -0.16 0.38 4.31  -0.51
N 0.46 -0.25 -1.07  0.03
O 0.43 1.75 -0.01  -0.71
O 1.97 -0.61 4.02  -0.58
O -1.53 1.29 -2.31  -0.62
O 0.10 2.66 -3.10  -0.47

=====

Entry 2:
Computed, not measured: a structure of composition C10H17N3O5PdS, with ωB97M-V/def2-TZVPD.

The HOMO energy is -0.84 eV. As for the molecular weight: 397.75 g/mol. As for the net charge: -2. The spin multiplicity is 1. The calculation puts the orbital gap at 5.98 eV. The energy above the lowest of the compared OMol25 structures with the same formula, charge and spin is 0.7995 eV. Its energy is -1457.863418 Ha.

Last column: Mulliken charge in e.
CARTESIAN COORDINATES (ANGSTROEM)
Pd 0.38 0.20 1.77  0.04
O -1.93 2.45 2.08  -0.53
C -1.15 3.28 1.23  -0.61
C -1.27 2.90 -0.25  -0.84
N -0.50 1.74 -0.68  1.01
C -1.21 1.04 -1.74  -0.79
C -0.61 -0.26 -2.32  0.35
O -1.26 -0.69 -3.30  -0.83
O 0.39 -0.77 -1.77  -0.66
C 0.84 2.10 -1.07  -0.65
C 1.80 2.46 0.08  0.31
O 2.64 3.34 -0.15  -0.80
O 1.69 1.80 1.17  -0.73
H -1.45 1.61 2.17  0.32
H -0.11 3.29 1.55  0.30
H -1.55 4.29 1.33  0.39
H -0.97 3.80 -0.83  0.36
H -2.33 2.73 -0.46  0.37
H -1.40 1.69 -2.61  0.35
H -2.20 0.76 -1.35  0.29
H 0.84 2.94 -1.79  0.18
H 1.28 1.23 -1.56  0.33
S -0.22 -1.31 3.39  -0.46
C 0.20 -1.94 1.84  -0.04
N -0.77 -2.53 1.06  -0.14
C -0.54 -3.17 -0.22  -0.25
C 0.85 -3.77 -0.26  -0.73
C 1.85 -2.75 0.23  -0.40
N 1.51 -2.40 1.63  -0.33
H -1.69 -2.18 1.25  0.20
H -0.63 -2.45 -1.04  0.00
H -1.29 -3.95 -0.35  0.34
H 1.07 -4.07 -1.29  0.37
H 0.91 -4.66 0.38  0.36
H 1.81 -1.87 -0.42  0.19
H 2.86 -3.15 0.24  0.40
H 2.16 -1.73 2.05  0.35

=====

Entry 3:
Computed, not measured: the ion C10H17N3S with charge +2 at a distorted geometry, with ωB97M-V/def2-TZVPD.

The HOMO energy is -16.23 eV. As for the molecular weight: 211.33 g/mol. As for the net charge: +2. The spin multiplicity is 1. The calculation puts the orbital gap at 8.08 eV. The energy above the lowest of the compared OMol25 structures with the same formula, charge and spin is 2.9563 eV. Its energy is -952.924799 Ha.

Last column: Mulliken charge in e.
CARTESIAN COORDINATES (ANGSTROEM)
C 3.52 -1.33 -0.17  -0.45
C 2.58 -2.08 0.37  -0.46
C -2.66 -1.33 -0.08  -0.36
C -2.67 -0.63 1.08  -0.27
C -2.13 2.17 0.61  0.45
C 3.21 0.06 -0.71  -0.72
C -1.58 -0.92 -1.15  -0.92
C 1.21 -1.62 0.65  -0.54
C 1.91 0.49 -0.12  -0.35
C -0.41 -0.03 -0.51  -0.65
N -2.67 3.06 1.39  -0.29
N -1.65 2.36 -0.64  -0.21
N 0.95 -0.60 -0.32  0.14
S -1.21 0.34 1.15  0.07
H 4.51 -1.55 -0.58  0.38
H 2.91 -3.12 0.71  0.37
H -3.41 -2.02 -0.36  0.53
H -3.43 -0.63 1.82  0.54
H 3.91 0.87 -0.54  0.43
H 3.21 -0.04 -1.88  0.33
H -1.13 -1.88 -1.56  0.41
H -2.21 -0.43 -1.85  0.43
H 0.43 -2.35 0.56  0.53
H 1.11 -1.22 1.70  0.36
H 2.05 0.59 1.03  0.31
H 1.46 1.43 -0.48  0.34
H -3.08 2.74 2.25  0.27
H -2.98 3.95 1.05  0.26
H -1.07 1.56 -0.93  0.32
H -1.88 3.17 -1.20  0.26
H 1.22 -1.02 -1.26  0.48

=====

Entry 4:
Computed, not measured: a structure of composition C10H17NO at a distorted geometry, with ωB97M-V/def2-TZVPD.

The HOMO energy is -7.42 eV. As for the molecular weight: 167.25 g/mol. The spin multiplicity is 1. The calculation puts the orbital gap at 8.31 eV. The energy above the lowest of the compared OMol25 structures with the same formula, charge and spin is 4.1068 eV. Its energy is -521.046962 Ha.

Last column: Mulliken charge in e.
CARTESIAN COORDINATES (ANGSTROEM)
C 0.57 0.08 -0.54  0.33
C 0.77 1.27 0.14  -0.06
C -0.28 -1.08 -0.70  0.27
C 0.02 -2.24 -1.31  0.96
C -1.52 -1.09 0.11  -1.69
C -0.78 -3.52 -1.21  -1.48
C 1.27 -2.50 -2.19  -1.43
C 0.34 3.64 0.97  -1.52
C 0.66 1.75 2.58  -1.38
C 0.16 2.09 1.19  1.06
N 2.02 1.43 -0.49  -0.29
O 1.70 0.32 -1.32  -0.36
H -2.18 -1.80 -0.27  0.41
H -1.46 -1.34 1.23  0.25
H -1.78 -0.04 0.14  0.31
H -0.60 -4.05 -2.19  0.30
H -1.85 -3.35 -1.28  0.39
H -0.78 -4.02 -0.29  0.40
H 0.99 -3.33 -2.95  0.33
H 1.89 -1.60 -2.51  0.28
H 1.98 -3.01 -1.53  0.32
H 1.41 4.08 0.94  0.30
H -0.14 4.10 1.85  0.40
H -0.03 3.93 -0.05  0.35
H 1.64 2.14 2.90  0.33
H 0.76 0.69 2.78  0.37
H 0.03 2.27 3.25  0.39
H -0.89 1.85 1.00  0.17
H 2.20 2.32 -1.02  0.27

=====

Entry 5:
Computed, not measured: the molecule C10H17NO at a distorted geometry, with ωB97M-V/def2-TZVPD.

The HOMO energy is -9.06 eV. As for the molecular weight: 167.25 g/mol. The spin multiplicity is 1. The calculation puts the orbital gap at 9.85 eV. The energy above the lowest of the compared OMol25 structures with the same formula, charge and spin is 2.9585 eV. Its energy is -521.089163 Ha. The SMILES is CC(C)(C)CNC(=O)C1=CCC1.

Last column: Mulliken charge in e.
CARTESIAN COORDINATES (ANGSTROEM)
C -1.52 -0.52 -0.62  0.10
C -4.78 0.62 0.57  -0.28
C -3.67 0.93 -0.33  -0.30
C -4.09 -0.84 0.67  -0.80
C 1.01 0.45 -1.27  -1.33
C -2.90 -0.16 -0.12  0.37
C 3.15 0.45 -0.24  -1.91
C 1.81 -1.71 0.03  -1.35
C 1.11 0.34 1.27  -1.59
C 1.70 -0.13 -0.06  1.82
N -0.59 0.57 -1.00  -0.15
O -1.14 -1.65 -0.73  -0.61
H -4.53 1.31 1.38  0.25
H -5.84 0.51 0.26  0.27
H 1.35 1.40 -1.55  0.49
H -3.48 1.59 -1.28  0.23
H -3.89 -1.17 1.63  0.28
H -4.44 -1.60 0.10  0.32
H 1.00 -0.21 -2.08  0.41
H 3.05 1.43 -0.41  0.61
H 3.50 0.00 -1.17  0.46
H 3.84 0.29 0.65  0.32
H 1.91 -2.02 1.05  0.34
H 0.91 -2.04 -0.53  0.37
H 2.70 -2.03 -0.55  0.36
H 0.56 1.28 1.09  0.36
H 1.94 0.25 1.98  0.46
H 0.21 -0.33 1.43  0.30
H -1.04 1.44 -1.34  0.20

=====

Entry 6:
Computed, not measured: a structure of composition C10H17NO at a distorted geometry, with ωB97M-V/def2-TZVPD.

The HOMO energy (spin up / spin down) is -4.10 / -9.90 eV. As for the molecular weight: 167.25 g/mol. The spin multiplicity is 3. The calculation puts the orbital gap (spin up / spin down) at 4.78 / 8.22 eV. Its energy is -520.996619 Ha.

Last column: Mulliken charge in e.
CARTESIAN COORDINATES (ANGSTROEM)
C 2.21 -0.02 0.10  -0.08
C 2.29 1.46 0.01  -0.80
C 0.83 1.96 -0.26  -1.39
C -2.14 0.57 -0.68  -0.78
C -1.48 1.47 0.39  -1.16
C -1.77 -0.94 -0.53  -1.11
C -0.07 1.13 0.73  0.00
C -0.27 -1.12 -0.49  0.49
C 0.38 -0.36 0.64  0.46
C -0.14 -2.64 -0.50  -1.49
N 3.00 -0.93 -0.22  -0.65
O 0.36 -1.06 1.85  -0.54
H 2.51 1.63 1.02  0.32
H 2.95 2.03 -0.52  0.58
H 0.77 2.91 0.11  0.59
H 0.44 1.88 -1.21  0.54
H -3.18 0.75 -0.85  0.45
H -1.68 0.79 -1.66  0.28
H -1.61 2.55 0.06  0.32
H -2.07 1.41 1.30  0.38
H -2.09 -1.38 0.43  0.36
H -2.38 -1.49 -1.29  0.42
H 0.13 1.48 1.71  0.70
H 0.17 -0.82 -1.40  0.36
H 0.91 -2.88 -0.55  0.31
H -0.74 -2.97 -1.32  0.50
H -0.54 -3.09 0.51  0.24
H 2.68 -1.86 0.00  0.22
H 0.52 -0.45 2.61  0.48

=====

Entry 7:
Computed, not measured: the ion C10H17NP with charge +1 at a distorted geometry, with ωB97M-V/def2-TZVPD.

The HOMO energy (spin up / spin down) is -12.18 / -12.19 eV. As for the molecular weight: 182.23 g/mol. As for the net charge: +1. The spin multiplicity is 1. The calculation puts the orbital gap (spin up / spin down) at 6.72 / 6.72 eV. The energy above the lowest of the compared OMol25 structures with the same formula, charge and spin is 4.3417 eV. Its energy is -786.911619 Ha. The SMILES is CP(C)(C)=[N+]=CC1=CCCC=C1.

Last column: Mulliken charge in e.
CARTESIAN COORDINATES (ANGSTROEM)
C -1.71 -0.91 0.07  -0.27
C -2.86 -1.50 -0.10  -0.32
C -2.72 1.34 0.37  -0.40
C -1.58 0.57 0.22  0.60
C -0.31 1.08 0.19  -0.18
C -4.12 -0.65 -0.18  -1.01
C -4.09 0.75 0.47  -0.62
C 2.91 -1.10 1.12  -1.13
C 3.33 1.50 0.17  -1.09
C 3.16 -0.69 -1.76  -1.18
N 0.86 -0.10 -0.56  -0.60
P 2.44 0.03 -0.22  1.02
H -0.62 -1.40 0.07  0.21
H -3.13 -2.56 -0.21  0.38
H -2.53 2.34 0.34  0.52
H 0.11 2.06 0.57  0.34
H -4.44 -0.41 -1.17  0.34
H -4.87 -1.27 0.10  0.56
H -4.19 0.58 1.48  0.29
H -4.93 1.46 0.13  0.37
H 2.27 -2.06 1.20  0.30
H 2.95 -0.60 2.15  0.35
H 3.95 -1.46 1.06  0.40
H 2.88 1.74 1.21  0.36
H 3.09 2.41 -0.40  0.33
H 4.31 1.17 0.08  0.38
H 2.49 -1.39 -2.27  0.37
H 4.25 -1.06 -1.53  0.34
H 3.10 0.11 -2.59  0.34

=====

Entry 8:
Computed, not measured: a structure of composition C10H18AlBrCl3F2I2LiN2NaO2 at a distorted geometry, with ωB97M-V/def2-TZVPD.

The HOMO energy is -8.72 eV. As for the molecular weight: 733.25 g/mol. As for the net charge: +1. The spin multiplicity is 1. The calculation puts the orbital gap at 3.09 eV. Its energy is -5813.087194 Ha.

Last column: Mulliken charge in e.
CARTESIAN COORDINATES (ANGSTROEM)
C 3.92 -1.62 2.04  -0.77
C 2.99 -2.02 1.14  -0.57
N 2.40 -3.30 1.42  0.34
C 2.97 -4.48 1.10  -0.19
N 2.16 -5.44 1.46  -0.02
C 1.02 -4.93 2.04  -0.56
C 1.16 -3.58 2.01  0.31
C 0.01 -2.71 2.56  -0.84
I 0.62 -0.99 3.63  0.26
C -0.99 -2.45 1.39  -0.42
C -2.44 -2.49 1.85  -1.18
I -0.55 -0.55 0.35  0.33
H 4.04 -2.21 2.94  0.28
H 4.56 -0.71 1.92  0.47
H 2.66 -1.42 0.26  0.48
H 3.93 -4.55 0.62  0.45
H 2.37 -6.42 1.31  0.24
H 0.18 -5.50 2.41  0.48
H -0.50 -3.33 3.29  0.62
H -0.83 -3.28 0.69  0.65
H -2.74 -1.58 2.37  0.26
H -3.10 -2.68 0.99  0.31
H -2.57 -3.37 2.50  0.43
Br -1.43 0.92 -2.15  -0.73
Cl -0.47 6.86 -4.26  -0.02
C -0.51 5.09 -4.20  -0.82
C 0.29 4.53 -3.05  0.10
Cl 2.05 4.79 -3.27  -0.20
H -0.17 4.74 -5.18  0.34
H -1.56 4.80 -4.08  0.54
H 0.13 3.45 -2.98  -0.12
H 0.00 4.98 -2.11  0.36
Cl -2.64 7.22 -5.30  -0.14
Na 2.71 0.15 1.80  0.74
O -3.35 7.03 -1.99  -0.51
H -3.05 7.00 -2.90  0.31
Li -0.60 2.96 -5.73  0.94
Al -0.95 -2.75 -1.52  0.53
O -1.98 0.47 2.98  -0.53
H -2.25 0.07 3.82  0.30
H -2.75 1.08 2.84  0.26
F -1.30 4.57 -7.26  -0.83
F -3.44 1.64 4.24  -0.89